Entry 1:
{"formula": "C18H56N4O10", "method": "the ωB97M-V functional and the def2-TZVPD basis", "energy_ev": -46006.485, "orbital_gap_ev": 9.53, "e_lumo_ha": 0.002, "smiles": "NC(N)=O.NC(N)=O.CCO.CCO.CCO.CCO.CCO.CCO.CCO.CCO", "homo_energy_ev": -9.470, "multiplicity": 1, "symbols": ["N", "C", "N", "O", "H", "H", "H", "H", "N", "C", "N", "O", "H", "H", "H", "H", "C", "C", "O", "H", "H", "H", "H", "H", "H", "C", "C", "O", "H", "H", "H", "H", "H", "H", "C", "C", "O", "H", "H", "H", "H", "H", "H", "C", "C", "O", "H", "H", "H", "H", "H", "H", "C", "C", "O", "H", "H", "H", "H", "H", "H", "C", "C", "O", "H", "H", "H", "H", "H", "H", "C", "C", "O", "H", "H", "H", "H", "H", "H", "C", "C", "O", "H", "H", "H", "H", "H", "H"], "xyz": [[1.086, -3.266, 0.962], [0.592, -3.926, 2.012], [-0.654, -4.233, 1.824], [1.274, -4.241, 2.992], [2.079, -3.086, 0.922], [0.433, -2.924, 0.271], [-1.135, -4.113, 0.944], [-0.925, -4.794, 2.619], [5.685, 2.461, 0.605], [4.937, 1.979, -0.319], [3.777, 2.522, -0.252], [5.261, 1.162, -1.187], [6.601, 2.042, 0.542], [5.402, 3.331, 1.032], [3.792, 3.325, 0.361], [3.226, 2.193, -1.031], [-3.563, 1.770, -1.990], [-2.695, 2.784, -2.853], [-2.808, 2.302, -4.138], [-3.116, 0.778, -2.053], [-4.632, 1.728, -2.199], [-3.375, 1.831, -0.918], [-1.711, 2.907, -2.399], [-3.076, 3.801, -2.752], [-2.304, 1.493, -4.251], [-5.200, -0.841, 0.497], [-4.469, -1.922, -0.369], [-3.310, -2.446, 0.163], [-5.665, -1.293, 1.373], [-5.910, -0.404, -0.205], [-4.544, -0.074, 0.909], [-4.122, -1.443, -1.285], [-5.244, -2.645, -0.623], [-3.428, -3.396, 0.238], [3.827, -0.857, 3.321], [3.476, 0.621, 3.190], [3.599, 1.231, 4.503], [4.883, -1.066, 3.491], [3.576, -1.320, 2.367], [3.301, -1.326, 4.152], [2.573, 0.741, 2.591], [4.317, 1.060, 2.653], [4.466, 0.925, 4.780], [-2.752, -1.473, -3.956], [-1.535, -1.279, -4.787], [-1.217, 0.089, -4.477], [-3.251, -2.442, -3.997], [-3.532, -0.775, -4.258], [-2.530, -1.370, -2.894], [-1.806, -1.364, -5.840], [-0.755, -2.005, -4.559], [-0.419, 0.156, -5.007], [1.896, -2.550, -2.569], [3.252, -1.897, -2.935], [3.350, -1.199, -4.207], [1.957, -3.081, -1.620], [1.715, -3.338, -3.300], [1.045, -1.887, -2.723], [3.958, -2.710, -3.108], [3.550, -1.192, -2.159], [4.069, -0.562, -4.223], [0.773, 0.430, 0.004], [-0.624, -0.023, -0.498], [-0.744, -1.426, -0.136], [1.570, -0.042, -0.570], [0.975, 0.099, 1.023], [0.833, 1.507, -0.155], [-0.723, 0.030, -1.582], [-1.436, 0.530, -0.026], [-1.683, -1.628, -0.134], [-2.671, 0.027, 4.393], [-2.400, -0.847, 3.135], [-1.091, -0.723, 2.596], [-1.834, -0.070, 5.085], [-3.555, -0.286, 4.948], [-2.809, 1.075, 4.128], [-2.975, -0.556, 2.256], [-2.629, -1.885, 3.378], [-0.977, -1.322, 1.855], [0.773, 3.613, 2.026], [1.134, 5.066, 2.138], [1.781, 5.503, 0.963], [1.465, 2.939, 1.522], [-0.120, 3.490, 1.413], [0.378, 3.293, 2.990], [1.900, 5.237, 2.895], [0.278, 5.738, 2.187], [1.137, 5.739, 0.292]], "lowdin_charge": [0.16, -0.76, 0.17, 0.01, 0.11, 0.06, 0.10, 0.13, 0.17, -0.82, 0.18, 0.01, 0.13, 0.12, 0.11, 0.13, -0.08, -0.30, -0.08, 0.02, 0.08, 0.05, 0.10, 0.10, 0.03, -0.06, -0.30, -0.08, 0.07, 0.08, 0.05, 0.09, 0.12, 0.10, -0.09, -0.29, -0.09, 0.07, 0.06, 0.08, 0.09, 0.09, 0.07, -0.10, -0.28, -0.09, 0.08, 0.09, 0.05, 0.12, 0.11, 0.10, -0.07, -0.28, -0.10, 0.06, 0.07, 0.05, 0.11, 0.09, 0.07, -0.05, -0.23, -0.15, 0.06, 0.06, 0.06, 0.10, 0.10, 0.03, -0.06, -0.30, -0.09, 0.07, 0.07, 0.06, 0.07, 0.10, 0.03, -0.09, -0.32, -0.10, 0.04, 0.07, 0.08, 0.12, 0.12, 0.08]}

Entry 2:
{"formula": "C8H17InNO8", "method": "the ωB97M-V functional and the def2-TZVPD basis", "energy_ev": -31604.139, "orbital_gap_ev": 4.42, "charge": 1, "e_lumo_ha": -0.231, "homo_energy_ev": -10.710, "multiplicity": 1, "symbols": ["In", "O", "C", "O", "O", "H", "O", "C", "O", "O", "H", "C", "O", "C", "C", "N", "C", "C", "O", "C", "H", "H", "H", "H", "H", "H", "H", "H", "H", "H", "H", "H", "H", "H", "H"], "xyz": [[0.254, 0.395, -0.918], [1.469, 4.072, 0.356], [1.427, 2.810, -0.018], [2.339, 2.020, 0.336], [0.445, 2.452, -0.665], [0.745, 4.368, -0.200], [4.141, -0.975, -1.662], [3.057, -0.355, -1.232], [3.090, 0.495, -0.364], [1.906, -0.639, -1.646], [4.815, -0.613, -1.082], [1.787, -3.371, -0.832], [0.876, -2.342, -0.341], [-0.187, -3.000, 0.337], [-0.862, -1.976, 1.255], [-1.402, -0.860, 0.513], [-1.916, 0.142, 1.444], [-2.574, 1.309, 0.689], [-1.623, 2.153, -0.051], [-2.202, 3.396, -0.540], [1.318, -4.251, -1.271], [2.397, -3.716, 0.003], [2.554, -3.029, -1.527], [0.139, -3.841, 0.948], [-0.803, -3.404, -0.467], [-0.172, -1.644, 2.030], [-1.664, -2.533, 1.739], [-1.984, -1.221, -0.230], [-1.162, 0.588, 2.092], [-2.592, -0.418, 2.091], [-3.157, 1.904, 1.393], [-3.321, 0.934, -0.011], [-1.448, 3.990, -1.057], [-2.764, 3.932, 0.224], [-2.927, 3.227, -1.336]], "lowdin_charge": [1.54, 0.20, -0.76, 0.01, -0.07, 0.11, 0.17, -0.76, 0.01, -0.08, 0.14, -0.04, -0.25, -0.20, -0.16, -0.08, -0.15, -0.15, -0.28, -0.03, 0.10, 0.10, 0.09, 0.14, 0.14, 0.15, 0.14, 0.14, 0.15, 0.14, 0.13, 0.13, 0.09, 0.11, 0.10]}

Entry 3:
{"formula": "C14H15N4O4", "method": "the ωB97M-V functional and the def2-TZVPD basis", "energy_ev": -28892.484, "orbital_gap_ev": 7.47, "charge": 1, "e_lumo_ha": -0.152, "homo_energy_ev": -11.615, "multiplicity": 1, "symbols": ["C", "C", "C", "N", "C", "N", "N", "C", "C", "C", "C", "N", "H", "H", "H", "H", "H", "H", "H", "H", "H", "H", "H", "C", "C", "C", "O", "C", "C", "C", "O", "O", "O", "H", "H", "H", "H"], "xyz": [[-2.912, 6.138, -1.944], [-1.671, 5.439, -2.038], [-0.339, 4.598, -1.475], [1.112, 5.023, -1.385], [1.919, 3.875, -0.761], [0.878, 2.780, -0.488], [1.059, 1.538, 0.099], [0.689, 1.536, 1.430], [0.397, 2.867, 2.350], [0.527, 0.070, 2.197], [-0.570, 3.067, -0.908], [-1.811, 2.210, -0.787], [-3.844, 6.883, -1.910], [1.504, 5.951, -1.673], [3.073, 3.807, -0.528], [-0.314, 2.507, 3.235], [-0.231, 3.707, 1.786], [1.372, 3.320, 2.811], [0.968, -0.827, 1.548], [1.091, 0.163, 3.241], [-0.633, -0.098, 2.420], [-2.078, 1.839, -1.728], [-2.547, 2.846, -0.389], [-0.290, -6.197, 0.175], [-0.559, -5.082, 0.857], [-0.130, -3.747, 0.356], [-0.408, -2.738, 0.995], [0.628, -3.694, -0.904], [0.900, -4.810, -1.584], [0.447, -6.142, -1.097], [0.696, -7.147, -1.753], [1.614, -4.768, -2.767], [-1.248, -5.126, 2.054], [-0.598, -7.174, 0.526], [0.950, -2.719, -1.247], [1.679, -5.701, -3.066], [-1.318, -4.193, 2.350]], "nbo_charge": [-0.15, -0.13, 0.12, -0.53, 0.19, -0.19, -0.31, 0.41, -0.74, -0.69, 0.34, -0.82, 0.32, 0.48, 0.31, 0.26, 0.24, 0.27, 0.28, 0.24, 0.26, 0.42, 0.41, -0.34, 0.29, 0.48, -0.56, -0.37, 0.31, 0.46, -0.50, -0.64, -0.64, 0.26, 0.24, 0.51, 0.50]}

Please write out number 3 again, unchanged.
{"formula": "C14H15N4O4", "method": "the ωB97M-V functional and the def2-TZVPD basis", "energy_ev": -28892.484, "orbital_gap_ev": 7.47, "charge": 1, "e_lumo_ha": -0.152, "homo_energy_ev": -11.615, "multiplicity": 1, "symbols": ["C", "C", "C", "N", "C", "N", "N", "C", "C", "C", "C", "N", "H", "H", "H", "H", "H", "H", "H", "H", "H", "H", "H", "C", "C", "C", "O", "C", "C", "C", "O", "O", "O", "H", "H", "H", "H"], "xyz": [[-2.912, 6.138, -1.944], [-1.671, 5.439, -2.038], [-0.339, 4.598, -1.475], [1.112, 5.023, -1.385], [1.919, 3.875, -0.761], [0.878, 2.780, -0.488], [1.059, 1.538, 0.099], [0.689, 1.536, 1.430], [0.397, 2.867, 2.350], [0.527, 0.070, 2.197], [-0.570, 3.067, -0.908], [-1.811, 2.210, -0.787], [-3.844, 6.883, -1.910], [1.504, 5.951, -1.673], [3.073, 3.807, -0.528], [-0.314, 2.507, 3.235], [-0.231, 3.707, 1.786], [1.372, 3.320, 2.811], [0.968, -0.827, 1.548], [1.091, 0.163, 3.241], [-0.633, -0.098, 2.420], [-2.078, 1.839, -1.728], [-2.547, 2.846, -0.389], [-0.290, -6.197, 0.175], [-0.559, -5.082, 0.857], [-0.130, -3.747, 0.356], [-0.408, -2.738, 0.995], [0.628, -3.694, -0.904], [0.900, -4.810, -1.584], [0.447, -6.142, -1.097], [0.696, -7.147, -1.753], [1.614, -4.768, -2.767], [-1.248, -5.126, 2.054], [-0.598, -7.174, 0.526], [0.950, -2.719, -1.247], [1.679, -5.701, -3.066], [-1.318, -4.193, 2.350]], "nbo_charge": [-0.15, -0.13, 0.12, -0.53, 0.19, -0.19, -0.31, 0.41, -0.74, -0.69, 0.34, -0.82, 0.32, 0.48, 0.31, 0.26, 0.24, 0.27, 0.28, 0.24, 0.26, 0.42, 0.41, -0.34, 0.29, 0.48, -0.56, -0.37, 0.31, 0.46, -0.50, -0.64, -0.64, 0.26, 0.24, 0.51, 0.50]}